Computed, not measured: a 2-piece molecular cluster, C3H7N2O2 overall in a non-equilibrium geometry, with ωB97M-V/def2-TZVPD.

Gap between HOMO and LUMO ... 10.10 eV
Net charge ... +1
ΔE to the lowest compared entry with this formula, charge and spin ... 257.1 kJ/mol
Calculated total energy ... -10290.146 eV
Multiplicity ... 1

Each line ends with the natural charge from an NBO analysis.
Element x y z (Å)
C1 -0.60 -0.71 -0.64  -0.477
C2 -1.71 -0.18 0.00  0.729
C3 0.28 0.25 -0.76  0.164
N1 -0.23 1.41 -0.24  -0.246
N2 2.04 -0.10 0.68  -1.071
O1 -1.46 1.08 0.39  -0.243
O2 -2.77 -0.75 0.51  -0.604
H1 -0.45 -1.61 -1.30  0.279
H2 1.11 0.19 -1.49  0.277
H3 0.04 2.35 0.01  0.451
H4 2.82 0.56 0.54  0.389
H5 2.29 -1.07 0.46  0.406
H6 1.69 0.22 1.62  0.401
H7 -3.06 -1.64 0.20  0.547